(1)
{
  "formula": "C21H21N4O3S4SbSiTc",
  "method": "the ωB97M-V functional and the def2-TZVPD basis",
  "symbols": ["Tc", "O", "C", "N", "C", "C", "C", "C", "C", "C", "N", "C", "O", "C", "C", "C", "C", "C", "N", "C", "C", "C", "C", "C", "N", "H", "H", "H", "H", "H", "H", "H", "H", "H", "H", "H", "H", "S", "Sb", "S", "S", "S", "C", "Si", "C", "C", "O", "H", "H", "H", "H", "H", "H", "H", "H", "H"],
  "xyz": [[0.1015, 0.9667, -0.1473], [-0.0938, 2.1375, 3.7072], [-0.0188, 1.4891, 2.7072], [-0.6117, 1.7709, 1.4622], [-1.9138, 2.3475, 1.3622], [-2.4733, 3.2794, 2.2252], [-3.7713, 3.7004, 1.9830], [-4.5027, 3.1703, 0.9253], [-3.9525, 2.2176, 0.0801], [-2.6369, 1.8156, 0.2966], [-1.8654, 0.8773, -0.4402], [-2.3344, 0.1679, -1.5303], [-3.4357, 0.1970, -2.0189], [-1.2526, -0.6959, -2.1208], [-1.4860, -1.4775, -3.2233], [-0.4324, -2.2067, -3.7587], [0.8217, -2.1096, -3.1749], [0.9850, -1.3022, -2.0677], [-0.0395, -0.6103, -1.5435], [0.6749, 0.1576, 2.6374], [1.3592, -0.3710, 3.6985], [1.9304, -1.6294, 3.5558], [1.7678, -2.3040, 2.3582], [1.0649, -1.6959, 1.3338], [0.5339, -0.4755, 1.4599], [-1.8951, 3.6812, 3.0458], [-4.2102, 4.4625, 2.6177], [-5.5151, 3.5158, 0.7468], [-4.5197, 1.7985, -0.7326], [-2.4848, -1.4900, -3.6402], [-0.5891, -2.8428, -4.6224], [1.6729, -2.6551, -3.5633], [1.9477, -1.2081, -1.5813], [1.4346, 0.2100, 4.6109], [2.4943, -2.0738, 4.3698], [2.1978, -3.2865, 2.1969], [0.9296, -2.1946, 0.3852], [4.2158, -1.8574, -0.3542], [6.0495, -0.6463, -0.4774], [2.5032, 1.3595, 0.2374], [3.2548, 1.3195, -1.6156], [5.2668, 1.5105, -1.3807], [-1.6212, 4.0230, -2.3961], [0.1346, 3.4887, -2.5717], [0.5383, 2.8880, -4.2724], [1.3505, 4.7619, -2.0178], [0.2976, 2.1679, -1.5293], [-1.8554, 4.8805, -3.0451], [-1.8304, 4.3115, -1.3571], [-2.2966, 3.1989, -2.6653], [0.7738, 3.7382, -4.9290], [-0.3053, 2.3437, -4.7193], [1.4103, 2.2231, -4.2577], [1.1726, 5.7239, -2.5206], [2.3703, 4.4390, -2.2567], [1.2851, 4.9232, -0.9346]],
  "forces_ev_per_angstrom": [[0.30, 1.23, -0.37], [-0.10, 0.26, 0.14], [-0.01, -0.32, -0.24], [0.03, 0.23, -0.37], [0.58, -0.29, 0.31], [0.10, 0.12, 0.09], [0.08, 0.06, 0.07], [-0.03, -0.05, -0.17], [-0.09, 0.01, 0.04], [0.18, -0.60, -0.42], [-0.01, 0.40, 0.17], [0.10, -0.03, 0.05], [-0.12, 0.09, 0.09], [0.20, 0.23, 0.18], [-0.14, -0.14, -0.16], [0.07, -0.06, -0.04], [-0.11, -0.14, -0.18], [-0.09, 0.17, 0.36], [-0.04, -0.28, -0.08], [-0.24, 0.15, -0.34], [0.13, -0.02, 0.35], [0.09, -0.04, 0.08], [0.06, -0.13, 0.06], [-0.19, 0.16, -0.08], [0.29, -0.43, 0.03], [-0.03, -0.04, -0.06], [0.03, -0.12, -0.03], [0.09, -0.07, 0.01], [-0.04, -0.01, -0.07], [0.05, -0.03, 0.01], [0.01, 0.07, 0.05], [-0.06, 0.06, 0.03], [0.03, 0.11, 0.04], [-0.01, -0.07, -0.08], [-0.09, 0.05, -0.10], [-0.09, 0.12, 0.04], [0.02, 0.04, -0.02], [0.05, -0.04, 0.02], [-0.14, 0.23, -0.14], [-1.11, -0.12, 0.77], [-0.01, -0.06, -0.90], [0.26, -0.18, 0.22], [-0.43, 0.14, 0.02], [0.18, -0.05, 0.12], [-0.06, -0.18, -0.38], [0.18, 0.27, 0.13], [0.01, -0.51, 0.51], [0.06, -0.23, 0.17], [-0.02, -0.03, -0.19], [0.06, 0.19, 0.05], [-0.06, -0.20, 0.13], [0.20, 0.09, 0.07], [-0.10, 0.12, -0.02], [0.03, -0.22, 0.13], [-0.11, 0.06, 0.07], [0.04, 0.03, -0.17]],
  "nbo_charge": [1.08, -0.49, 0.66, -0.47, 0.17, -0.23, -0.19, -0.19, -0.21, 0.08, -0.50, 0.65, -0.52, 0.13, -0.19, -0.11, -0.23, 0.06, -0.42, 0.11, -0.18, -0.12, -0.22, 0.09, -0.41, 0.25, 0.23, 0.23, 0.26, 0.27, 0.24, 0.25, 0.25, 0.26, 0.24, 0.25, 0.22, -0.69, 1.03, -0.13, 0.04, -0.30, -1.16, 1.89, -1.15, -1.15, -0.91, 0.26, 0.25, 0.24, 0.26, 0.24, 0.25, 0.25, 0.25, 0.25],
  "e_tot_ev": -94174.3767,
  "charge": 1,
  "molar_mass_g_mol": 753.5,
  "relative_energy_kcal_mol": 13.1,
  "homo_lumo_gap_ev": [5.01, 5.01],
  "e_lumo_ev": [-5.365, -5.364],
  "homo_energy_ev": [-10.376, -10.377]
}

---

(2)
{
  "formula": "C3H4F4O",
  "method": "the ωB97M-V functional and the def2-TZVPD basis",
  "symbols": ["C", "C", "C", "O", "F", "F", "F", "F", "H", "H", "H", "H"],
  "xyz": [[1.5143, 1.2871, -0.2217], [1.2240, -0.1318, 0.2021], [-2.0478, -1.0177, -0.0209], [0.9420, -1.0413, -0.4819], [-1.8670, -1.2775, 1.2785], [-1.9012, 0.3133, -0.3471], [-3.2984, -1.3756, -0.2995], [1.6558, -0.3586, 1.4420], [1.4944, 1.5721, -1.2585], [2.5969, 1.3758, 0.1412], [0.9328, 2.0389, 0.2607], [-1.2458, -1.3848, -0.6948]],
  "forces_ev_per_angstrom": [[2.07, -0.05, 1.12], [1.17, 1.11, -1.16], [0.92, 0.48, -1.39], [-0.88, -0.99, -0.63], [0.33, 0.65, -0.45], [-0.66, 0.06, 1.29], [0.16, -0.02, -0.28], [-0.25, 0.17, 0.86], [-0.20, -0.87, -0.58], [-1.40, 0.35, -0.49], [-0.43, 0.30, 0.89], [-0.84, -1.20, 0.82]],
  "nbo_charge": [-0.74, 0.89, 0.85, -0.55, -0.32, -0.36, -0.32, -0.33, 0.25, 0.25, 0.25, 0.15],
  "e_tot_ev": -16093.4134,
  "smiles": "CC(=O)F.FC(F)F",
  "molar_mass_g_mol": 132.1,
  "relative_energy_kcal_mol": 0.0,
  "homo_lumo_gap_ev": 12.40,
  "e_lumo_ev": 0.723,
  "homo_energy_ev": -11.682
}

---

(3)
{
  "formula": "C2H4O2",
  "method": "the ωB97M-V functional and the def2-TZVPD basis",
  "symbols": ["C", "C", "H", "H", "H", "H", "O", "O"],
  "xyz": [[-0.5968, 0.2931, 0.1619], [0.8646, 0.2016, -0.2162], [-0.4453, -1.5941, 0.1980], [-0.7263, 0.6691, 1.1830], [-0.8399, 1.0905, -0.5660], [1.4965, 1.1432, -0.5818], [-1.1709, -0.8918, -0.2379], [1.4180, -0.9116, 0.0591]],
  "forces_ev_per_angstrom": [[1.05, 2.09, -2.72], [3.49, -2.82, 2.56], [-2.72, 2.15, -1.85], [-0.09, -0.29, 0.04], [-1.16, -0.06, 0.57], [-1.24, -1.94, 0.53], [1.96, -3.13, 2.54], [-1.30, 4.00, -1.67]],
  "nbo_charge": [-0.17, 0.41, 0.49, 0.19, 0.18, 0.15, -0.69, -0.55],
  "e_tot_ev": -6231.9615,
  "smiles": "O=CCO",
  "molar_mass_g_mol": 60.1,
  "relative_energy_kcal_mol": 54.1,
  "homo_lumo_gap_ev": 10.73,
  "e_lumo_ev": 0.338,
  "homo_energy_ev": -10.390
}

---

(4)
{
  "formula": "C3H4NP",
  "method": "the ωB97M-V functional and the def2-TZVPD basis",
  "symbols": ["C", "C", "C", "N", "P", "H", "H", "H", "H"],
  "xyz": [[0.6019, -0.4125, 0.9070], [0.3225, -1.0828, -0.2518], [0.0511, 1.4759, -0.0430], [0.6394, 0.9325, 0.9184], [-0.1290, 0.5200, -1.6051], [0.9832, -0.7973, 1.9552], [0.3517, -2.1525, -0.5020], [-0.0767, 2.5114, -0.1008], [-1.5265, 0.0257, -1.6042]],
  "forces_ev_per_angstrom": [[1.68, -3.82, 0.74], [-0.10, 2.47, -0.57], [-0.51, -0.08, -2.30], [-0.53, 1.79, 1.59], [-0.44, -3.49, 2.44], [-1.00, -0.04, -2.44], [-0.08, 0.73, 0.29], [0.03, 1.68, 0.13], [0.95, 0.76, 0.12]],
  "nbo_charge": [-0.10, -0.38, -0.15, -0.41, 0.40, 0.22, 0.23, 0.19, 0.02],
  "e_tot_ev": -13951.8136,
  "smiles": "C1=NC=[PH]=C1",
  "molar_mass_g_mol": 85.0,
  "relative_energy_kcal_mol": 35.3,
  "homo_lumo_gap_ev": 9.56,
  "e_lumo_ev": 0.221,
  "homo_energy_ev": -9.339
}

---

(5)
{
  "formula": "C17H23Cl3IrO4S",
  "method": "the ωB97M-V functional and the def2-TZVPD basis",
  "symbols": ["C", "C", "C", "C", "C", "C", "C", "C", "C", "C", "Ir", "Cl", "Cl", "Cl", "H", "H", "H", "H", "H", "H", "H", "H", "H", "H", "H", "H", "H", "H", "H", "O", "H", "C", "C", "C", "C", "C", "C", "C", "S", "O", "O", "O", "H", "H", "H", "H", "H", "H", "H"],
  "xyz": [[0.5322, 2.7879, -1.3770], [-0.1987, 3.6995, -0.5644], [-1.5892, 3.4668, -0.7450], [0.3575, 4.7657, 0.2959], [-1.7718, 2.3979, -1.6351], [-0.4344, 1.8901, -2.0326], [-0.2465, 1.4112, -3.4215], [1.9251, 3.0080, -1.8030], [-2.6697, 4.2624, -0.1179], [-3.0462, 1.9037, -2.1857], [0.0200, 0.6428, -0.3665], [0.8648, 1.7677, 1.5950], [2.2632, 0.0653, -0.7360], [-2.0116, 0.7660, 0.7279], [1.4406, 4.6592, 0.3966], [-0.0952, 4.7270, 1.2967], [0.1487, 5.7588, -0.1251], [-2.5295, 4.3249, 0.9701], [-3.6461, 3.8139, -0.3303], [-2.6706, 5.2863, -0.5175], [-3.8015, 1.7767, -1.3987], [-2.8967, 0.9352, -2.6746], [-3.4633, 2.5938, -2.9344], [-0.8939, 0.5532, -3.6027], [0.7832, 1.0981, -3.5802], [-0.5077, 2.2122, -4.1229], [2.5677, 3.1635, -0.9306], [2.0031, 3.9055, -2.4312], [2.3139, 2.1520, -2.3546], [-0.4068, -0.7089, -1.6492], [0.4436, -1.2042, -1.7767], [2.7590, -6.5519, 2.8226], [1.8060, -5.4707, 2.4100], [0.5257, -5.3963, 2.9889], [-0.3171, -4.3324, 2.6766], [0.1198, -3.3497, 1.7805], [1.3525, -3.4463, 1.1423], [2.1897, -4.5114, 1.4628], [-0.9083, -1.8925, 1.5117], [-1.9327, -2.2999, 0.5829], [-1.2833, -1.4542, 2.8352], [0.1862, -1.0348, 0.8818], [3.0296, -6.4572, 3.8797], [2.3181, -7.5434, 2.6877], [3.6676, -6.4830, 2.2217], [0.1926, -6.1618, 3.7004], [-1.2989, -4.2334, 3.1294], [1.6445, -2.6688, 0.4415], [3.1645, -4.5942, 0.9757]],
  "forces_ev_per_angstrom": [[-1.27, -1.08, -1.16], [-1.89, -0.03, -0.28], [1.28, 0.27, -0.32], [0.19, 0.19, 0.26], [1.48, 0.52, -0.39], [-0.48, 3.41, 0.22], [0.00, -0.57, -0.21], [0.56, 0.05, 0.01], [-0.17, 0.07, 0.26], [-0.45, -0.39, -0.05], [-0.67, 2.80, 0.53], [0.94, 1.02, 1.50], [2.82, -0.88, -0.68], [-2.56, 0.40, 1.03], [-0.15, 0.01, 0.12], [0.19, -0.02, -0.15], [-0.01, 0.02, 0.00], [-0.15, -0.03, -0.13], [0.09, 0.10, 0.17], [-0.08, -0.02, 0.11], [0.16, -0.05, -0.11], [-0.10, 0.10, 0.15], [0.08, 0.02, 0.02], [0.13, -0.04, -0.13], [0.06, -0.09, -0.14], [0.11, 0.03, -0.07], [0.05, -0.12, -0.07], [-0.04, 0.04, -0.07], [0.04, 0.12, 0.08], [0.72, -3.08, -2.75], [-1.22, 0.22, 0.16], [0.06, -0.11, -0.01], [-0.42, 0.29, -0.11], [0.15, 0.21, -0.19], [0.50, 0.03, -0.31], [-0.28, -0.13, 0.25], [-0.17, -0.26, 0.27], [-0.17, -0.26, 0.23], [2.34, 0.45, -0.81], [-0.31, -0.22, 0.31], [-0.33, -0.31, -0.01], [-1.30, -2.67, 2.32], [0.04, -0.01, -0.09], [0.07, -0.03, -0.02], [0.04, -0.14, 0.10], [0.21, 0.23, -0.21], [0.12, 0.01, 0.00], [0.00, -0.09, 0.16], [-0.19, 0.02, 0.19]],
  "mulliken_spin": [0.31, 0.19, 0.05, -0.01, 0.30, 0.04, 0.02, -0.03, 0.03, -0.04, 2.69, 0.25, 0.26, 0.33, 0.00, 0.01, 0.02, 0.00, 0.00, 0.00, 0.01, 0.01, 0.02, 0.01, 0.00, 0.00, 0.01, 0.01, 0.00, 0.34, 0.01, 0.00, 0.00, 0.00, 0.00, 0.00, -0.01, 0.00, 0.05, 0.00, 0.00, 0.08, 0.00, 0.00, 0.00, 0.00, 0.00, 0.01, 0.00],
  "spin_multiplicity": 6,
  "e_tot_ev": -77431.6831,
  "charge": -2,
  "molar_mass_g_mol": 622.0,
  "homo_lumo_gap_ev": [3.75, 6.01],
  "e_lumo_ev": [4.582, 4.580],
  "homo_energy_ev": [0.836, -1.432]
}

---

(6)
{
  "formula": "C2HCl2NS",
  "method": "the ωB97M-V functional and the def2-TZVPD basis",
  "symbols": ["C", "C", "N", "S", "Cl", "Cl", "H"],
  "xyz": [[-1.6457, -0.3647, 0.2849], [1.1097, 0.1330, -0.1807], [-2.5547, 0.3309, 0.3965], [-0.3294, -1.4357, 0.0892], [0.8028, 1.2462, 1.0887], [0.8224, 0.7303, -1.7690], [1.7948, -0.6399, 0.0903]],
  "forces_ev_per_angstrom": [[0.60, -0.90, -0.22], [-3.23, -1.93, 0.73], [-0.20, 0.26, 0.08], [0.12, 1.75, -0.09], [0.45, 0.34, -0.03], [0.75, -0.03, 0.15], [1.52, 0.50, -0.63]],
  "nbo_charge": [0.03, -0.30, -0.31, 0.16, 0.09, 0.10, 0.24],
  "e_tot_ev": -39458.5867,
  "smiles": "N#CSC(Cl)Cl",
  "molar_mass_g_mol": 142.0,
  "relative_energy_kcal_mol": 20.0,
  "homo_lumo_gap_ev": 9.26,
  "e_lumo_ev": -0.738,
  "homo_energy_ev": -10.002
}

---

Going through the records in order, we get max |F| values of 1.35 2.35 5.17 4.28 4.19 3.83 eV/A.